# 1
{
  "formula": "C56H110N2O8S2",
  "method": "wB97M-V/def2-TZVPD",
  "energy_ev": -100880.89611,
  "smiles": "O=[N+]([O-])c1ccccc1.O=[N+]([O-])c1ccccc1.O=S1(=O)CCCC1.O=S1(=O)CCCC1.CCCCCC.CCCCCC.CCCCCC.CCCCCC.CCCCCC.CCCCCC",
  "symbols": ["O", "N", "O", "C", "C", "C", "C", "C", "C", "H", "H", "H", "H", "H", "O", "N", "O", "C", "C", "C", "C", "C", "C", "H", "H", "H", "H", "H", "O", "S", "O", "C", "C", "C", "C", "H", "H", "H", "H", "H", "H", "H", "H", "O", "S", "O", "C", "C", "C", "C", "H", "H", "H", "H", "H", "H", "H", "H", "C", "C", "C", "C", "C", "C", "H", "H", "H", "H", "H", "H", "H", "H", "H", "H", "H", "H", "H", "H", "C", "C", "C", "C", "C", "C", "H", "H", "H", "H", "H", "H", "H", "H", "H", "H", "H", "H", "H", "H", "C", "C", "C", "C", "C", "C", "H", "H", "H", "H", "H", "H", "H", "H", "H", "H", "H", "H", "H", "H", "C", "C", "C", "C", "C", "C", "H", "H", "H", "H", "H", "H", "H", "H", "H", "H", "H", "H", "H", "H", "C", "C", "C", "C", "C", "C", "H", "H", "H", "H", "H", "H", "H", "H", "H", "H", "H", "H", "H", "H", "C", "C", "C", "C", "C", "C", "H", "H", "H", "H", "H", "H", "H", "H", "H", "H", "H", "H", "H", "H"],
  "coordinates": [[-0.51, 17.52, 12.42], [0.46, 18.25, 12.36], [1.57, 17.92, 11.97], [0.30, 19.65, 12.80], [1.39, 20.37, 13.20], [1.24, 21.71, 13.55], [-0.03, 22.26, 13.52], [-1.14, 21.53, 13.11], [-0.98, 20.18, 12.83], [2.38, 19.94, 13.29], [2.05, 22.33, 13.89], [-0.15, 23.31, 13.78], [-2.12, 21.98, 13.18], [-1.84, 19.55, 12.66], [4.41, 24.25, 21.74], [5.51, 24.71, 21.49], [6.53, 24.38, 22.04], [5.57, 25.79, 20.49], [6.80, 26.35, 20.21], [6.86, 27.41, 19.32], [5.72, 27.70, 18.59], [4.49, 27.13, 18.87], [4.40, 26.14, 19.84], [7.67, 25.98, 20.74], [7.78, 27.87, 19.00], [5.70, 28.46, 17.81], [3.61, 27.45, 18.33], [3.49, 25.61, 20.06], [1.00, 30.28, 16.30], [2.32, 30.17, 15.73], [3.22, 29.14, 16.21], [2.22, 30.18, 13.91], [2.83, 31.50, 13.43], [2.78, 32.52, 14.57], [3.18, 31.76, 15.83], [1.14, 30.14, 13.80], [2.69, 29.28, 13.53], [3.88, 31.40, 13.13], [2.23, 31.75, 12.55], [1.78, 32.91, 14.76], [3.52, 33.27, 14.31], [3.08, 32.23, 16.80], [4.22, 31.42, 15.73], [-0.46, 25.44, 14.53], [0.00, 26.70, 15.07], [0.32, 27.83, 14.24], [-0.97, 27.20, 16.51], [-0.46, 26.48, 17.75], [0.79, 25.66, 17.35], [1.42, 26.34, 16.16], [-1.99, 27.06, 16.12], [-0.82, 28.27, 16.58], [-0.16, 27.30, 18.40], [-1.27, 25.90, 18.19], [0.42, 24.69, 17.00], [1.49, 25.56, 18.18], [2.11, 25.85, 15.47], [1.88, 27.31, 16.37], [-1.84, 29.23, 20.51], [-1.69, 29.35, 22.01], [-1.29, 30.73, 22.52], [-1.46, 30.91, 24.04], [-2.40, 32.03, 24.44], [-3.81, 31.89, 23.87], [-2.19, 28.20, 20.34], [-0.92, 29.25, 19.93], [-2.59, 29.88, 20.06], [-2.66, 29.14, 22.48], [-1.02, 28.58, 22.39], [-1.72, 31.55, 21.93], [-0.21, 30.88, 22.33], [-1.76, 29.96, 24.50], [-0.48, 31.08, 24.51], [-2.39, 32.33, 25.49], [-2.03, 32.92, 23.92], [-4.37, 31.01, 24.22], [-4.41, 32.77, 24.13], [-3.80, 31.83, 22.78], [-2.48, 17.18, 15.59], [-1.24, 18.08, 15.72], [-0.89, 18.43, 17.15], [0.39, 19.28, 17.24], [0.29, 20.82, 17.11], [1.72, 21.33, 16.94], [-2.54, 16.78, 14.58], [-3.33, 17.82, 15.85], [-2.50, 16.34, 16.29], [-0.38, 17.68, 15.18], [-1.45, 19.01, 15.18], [-0.65, 17.54, 17.75], [-1.72, 18.95, 17.65], [0.88, 19.14, 18.20], [1.07, 18.91, 16.47], [-0.29, 21.18, 16.25], [-0.33, 21.20, 17.93], [2.15, 20.82, 16.08], [1.64, 22.40, 16.75], [2.41, 21.16, 17.77], [-4.48, 30.63, 17.12], [-3.08, 30.17, 16.69], [-2.94, 29.77, 15.23], [-3.25, 30.91, 14.25], [-2.75, 30.64, 12.83], [-3.65, 31.06, 11.65], [-5.20, 29.82, 17.04], [-4.87, 31.44, 16.51], [-4.36, 30.96, 18.16], [-2.34, 30.92, 16.96], [-2.80, 29.30, 17.29], [-3.62, 28.95, 14.96], [-1.93, 29.41, 14.99], [-4.34, 31.02, 14.24], [-2.86, 31.87, 14.59], [-1.77, 31.12, 12.72], [-2.55, 29.58, 12.65], [-3.54, 32.12, 11.42], [-3.40, 30.46, 10.77], [-4.71, 30.88, 11.86], [-4.40, 24.05, 20.67], [-4.08, 23.76, 19.21], [-5.15, 22.89, 18.56], [-5.11, 22.87, 17.04], [-3.76, 22.52, 16.41], [-3.42, 21.05, 16.63], [-3.76, 24.79, 21.14], [-4.30, 23.11, 21.24], [-5.45, 24.31, 20.78], [-4.11, 24.69, 18.63], [-3.12, 23.26, 19.09], [-6.13, 23.27, 18.89], [-5.14, 21.87, 18.98], [-5.88, 22.17, 16.70], [-5.36, 23.87, 16.66], [-3.80, 22.77, 15.35], [-2.94, 23.10, 16.83], [-4.20, 20.45, 16.15], [-2.48, 20.74, 16.17], [-3.24, 20.78, 17.67], [7.72, 30.75, 13.31], [6.94, 29.50, 12.97], [6.37, 28.78, 14.22], [5.91, 27.37, 13.93], [5.34, 26.69, 15.18], [5.37, 25.17, 15.09], [7.03, 31.47, 13.75], [8.09, 31.24, 12.41], [8.56, 30.49, 13.96], [6.09, 29.62, 12.29], [7.54, 28.74, 12.45], [5.50, 29.39, 14.50], [7.11, 28.74, 15.02], [5.28, 27.31, 13.04], [6.75, 26.70, 13.68], [5.96, 27.04, 16.00], [4.35, 27.06, 15.48], [4.72, 24.70, 15.83], [4.95, 24.82, 14.14], [6.41, 24.84, 15.14], [6.71, 25.42, 8.70], [6.63, 26.20, 10.02], [5.22, 26.73, 10.29], [4.31, 25.64, 10.84], [2.86, 26.02, 11.06], [2.11, 25.09, 12.01], [7.76, 25.40, 8.39], [6.19, 25.85, 7.85], [6.40, 24.38, 8.79], [6.95, 25.53, 10.82], [7.33, 27.04, 10.00], [4.76, 27.08, 9.35], [5.21, 27.64, 10.89], [4.34, 24.89, 10.03], [4.77, 25.06, 11.65], [2.83, 27.05, 11.44], [2.30, 26.14, 10.13], [2.08, 24.08, 11.61], [2.69, 25.05, 12.95], [1.14, 25.53, 12.22]],
  "lowdin_charge": [0.0722, -0.3485, 0.0790, -0.1608, -0.0050, -0.0766, -0.0678, -0.0532, -0.0164, 0.1241, 0.1067, 0.0805, 0.1075, 0.1222, 0.0690, -0.3583, 0.0846, -0.1522, -0.0010, -0.0509, -0.0847, -0.0543, 0.0052, 0.1199, 0.1091, 0.1016, 0.0930, 0.1116, -0.3166, 0.6698, -0.3529, -0.2065, -0.1996, -0.2071, -0.2204, 0.0841, 0.0987, 0.1066, 0.1172, 0.1201, 0.1153, 0.1093, 0.0958, -0.3189, 0.6748, -0.3268, -0.2321, -0.1689, -0.1898, -0.2191, 0.1045, 0.0720, 0.1043, 0.1076, 0.1024, 0.1041, 0.0961, 0.0662, -0.1179, -0.2721, -0.2312, -0.2329, -0.2694, -0.1175, 0.0638, 0.0670, 0.0640, 0.1066, 0.1128, 0.1062, 0.1084, 0.1090, 0.1032, 0.1023, 0.1053, 0.0716, 0.0677, 0.0622, -0.0900, -0.2788, -0.2152, -0.2138, -0.2570, -0.1109, 0.0655, 0.0640, 0.0706, 0.1000, 0.0773, 0.1107, 0.0957, 0.1104, 0.1033, 0.0801, 0.1062, 0.0558, 0.0558, 0.0762, -0.0993, -0.2752, -0.2293, -0.2227, -0.2652, -0.1128, 0.0763, 0.0644, 0.0626, 0.1118, 0.0828, 0.1216, 0.0837, 0.1025, 0.1155, 0.1000, 0.1022, 0.0663, 0.0640, 0.0673, -0.1125, -0.2799, -0.2383, -0.2227, -0.2629, -0.1083, 0.0616, 0.0760, 0.0703, 0.1076, 0.0985, 0.1067, 0.1117, 0.1097, 0.1080, 0.1004, 0.0932, 0.0810, 0.0361, 0.0732, -0.1078, -0.2803, -0.2202, -0.2165, -0.2648, -0.0960, 0.0663, 0.0696, 0.0748, 0.0985, 0.1041, 0.0963, 0.1163, 0.0939, 0.1187, 0.0821, 0.0763, 0.0651, 0.0531, 0.0765, -0.1176, -0.2575, -0.2412, -0.2416, -0.2629, -0.0998, 0.0674, 0.0719, 0.0674, 0.1035, 0.0979, 0.1137, 0.0822, 0.1143, 0.1035, 0.0994, 0.1121, 0.0745, 0.0572, 0.0615]
}



# 2
{
  "formula": "C6H9N",
  "method": "wB97M-V/def2-TZVPD",
  "de_lowest_kj_mol": 355.8,
  "symbols": ["C", "C", "C", "C", "C", "N", "C", "H", "H", "H", "H", "H", "H", "H", "H", "H"],
  "coordinates": [[1.90, -0.92, 0.55], [0.67, -0.35, -1.59], [0.68, -0.32, -0.09], [-0.29, 0.19, 0.71], [-1.67, 0.02, 0.19], [-2.72, 1.97, 1.35], [-2.07, 1.19, 0.65], [-3.19, 2.80, 1.00], [-0.11, 0.26, 1.78], [-1.98, -0.44, -0.73], [2.68, -0.17, 0.67], [2.32, -1.72, -0.07], [1.70, -1.38, 1.51], [0.78, -1.38, -1.94], [-0.24, 0.06, -2.02], [1.52, 0.22, -1.97]],
  "lowdin_charge": [-0.0733, -0.0638, -0.3452, -0.1226, -0.0676, 0.1454, -0.2294, 0.0679, 0.1168, 0.1066, 0.0807, 0.0734, 0.0748, 0.0830, 0.0652, 0.0880]
}



# 3
{
  "formula": "CH2INO2",
  "method": "wB97M-V/def2-TZVPD",
  "smiles": "O=CNOI",
  "de_lowest_kj_mol": 239.2,
  "symbols": ["O", "C", "N", "O", "I", "H", "H"],
  "coordinates": [[-1.31, -1.79, -0.38], [-0.51, -0.93, -0.09], [-0.80, 0.40, -0.34], [-2.07, 0.68, -0.86], [-3.67, 0.01, 0.16], [0.58, -0.91, 0.25], [-0.42, 1.22, 0.13]],
  "lowdin_charge": [-0.0429, -0.3720, -0.0900, -0.7079, 0.9233, 0.1489, 0.1406]
}



# 4
{
  "formula": "C4H7NO3",
  "method": "wB97M-V/def2-TZVPD",
  "smiles": "C[C@H]1O[C@]1(C)[N+](=O)[O-]",
  "de_lowest_kj_mol": 604.1,
  "symbols": ["C", "C", "O", "C", "C", "N", "O", "O", "H", "H", "H", "H", "H", "H", "H"],
  "coordinates": [[1.64, 0.24, 0.00], [0.45, 1.01, 0.70], [-0.42, 1.71, -0.18], [-0.94, 0.65, 0.46], [-1.61, -0.57, -0.12], [-1.96, 1.32, 1.75], [-1.55, 2.28, 2.28], [-3.07, 0.83, 1.82], [2.53, 0.69, 0.44], [1.42, 0.48, -1.03], [1.50, -0.81, 0.30], [0.83, 1.42, 1.71], [-2.49, -0.50, 0.56], [-1.05, -1.43, 0.09], [-1.86, -0.56, -1.22]],
  "lowdin_charge": [-0.0048, -0.2494, 0.0772, -0.3302, 0.0264, -0.3144, 0.1046, 0.0383, 0.0745, 0.0802, 0.0793, 0.1670, 0.0727, 0.0563, 0.1222]
}



# 5
{
  "formula": "C26H22CrN2O9P3",
  "method": "wB97M-V/def2-TZVPD",
  "s2": 3.780,
  "energy_ev": -105026.77246,
  "multiplicity": 4,
  "symbols": ["Cr", "N", "C", "C", "C", "C", "C", "C", "P", "C", "C", "C", "C", "C", "C", "C", "C", "C", "C", "C", "C", "H", "H", "H", "H", "H", "H", "H", "H", "H", "H", "H", "H", "H", "H", "H", "H", "O", "P", "O", "O", "O", "P", "O", "O", "O", "H", "H", "O", "C", "N", "C", "O", "C", "C", "C", "C", "C", "C", "H", "H", "H", "H"],
  "coordinates": [[0.29, -0.26, 1.17], [-1.26, 1.12, 1.68], [-2.01, 1.78, 0.62], [-2.72, 2.94, 0.88], [-3.43, 3.55, -0.14], [-3.44, 3.00, -1.42], [-2.72, 1.85, -1.67], [-1.99, 1.22, -0.66], [-0.94, -0.23, -0.93], [-0.22, -0.02, -2.57], [-0.85, -0.53, -3.71], [-0.30, -0.32, -4.96], [0.88, 0.40, -5.08], [1.51, 0.91, -3.95], [0.96, 0.70, -2.70], [-2.04, -1.67, -1.07], [-3.41, -1.58, -0.87], [-4.19, -2.73, -0.93], [-3.59, -3.96, -1.17], [-2.22, -4.04, -1.36], [-1.44, -2.90, -1.31], [-0.95, 1.80, 2.37], [-1.85, 0.44, 2.17], [-2.72, 3.36, 1.88], [-3.98, 4.46, 0.06], [-3.99, 3.48, -2.21], [-2.69, 1.43, -2.67], [-1.77, -1.11, -3.61], [-0.78, -0.72, -5.84], [1.32, 0.56, -6.06], [2.43, 1.46, -4.04], [1.46, 1.10, -1.82], [-3.88, -0.63, -0.67], [-5.26, -2.66, -0.77], [-4.20, -4.85, -1.21], [-1.75, -5.00, -1.54], [-0.36, -2.98, -1.45], [2.59, -3.49, 1.82], [1.64, -3.12, 0.61], [1.97, -3.77, -0.65], [1.50, -1.58, 0.58], [0.17, -3.62, 1.14], [-0.50, -2.86, 2.39], [-1.80, -3.72, 2.69], [0.46, -2.79, 3.51], [-1.05, -1.54, 1.83], [2.15, -3.24, 2.66], [-1.62, -4.40, 3.35], [2.64, 2.55, -0.66], [2.62, 2.14, 0.48], [1.68, 1.26, 1.02], [2.00, 1.04, 2.31], [1.28, 0.26, 2.97], [3.20, 1.80, 2.72], [3.90, 1.88, 3.90], [5.03, 2.70, 3.91], [5.42, 3.39, 2.76], [4.71, 3.29, 1.57], [3.59, 2.48, 1.58], [3.59, 1.34, 4.78], [5.62, 2.80, 4.81], [6.31, 4.01, 2.80], [5.01, 3.81, 0.68]],
  "mulliken_spin": [3.1184, -0.0735, -0.0193, 0.0010, 0.0003, -0.0016, 0.0002, 0.0014, -0.0393, -0.0081, -0.0035, 0.0001, -0.0013, 0.0006, 0.0123, -0.0008, 0.0011, 0.0020, -0.0027, 0.0011, -0.0116, 0.0023, 0.0043, 0.0001, 0.0000, 0.0001, -0.0006, -0.0008, 0.0000, -0.0001, 0.0000, 0.0015, 0.0001, 0.0001, -0.0002, 0.0001, -0.0010, 0.0027, 0.0059, -0.0016, -0.0022, 0.0019, 0.0007, 0.0006, 0.0010, 0.0053, 0.0001, -0.0003, 0.0054, -0.0060, -0.0066, 0.0179, -0.0026, -0.0091, 0.0010, -0.0004, 0.0024, -0.0008, 0.0011, 0.0006, 0.0000, 0.0003, 0.0000]
}